Density functional theory data (wB97M-V/def2-TZVPD) for a structure of composition C20H20AsF2NO7ReSSi.

Last column: Mulliken spin population.
Positions of all 54 atoms, in Å:
Re 0.2442 -0.0809 -0.4088  0.873
F 4.5615 1.7579 2.3290  -0.001
C 3.9439 0.7174 1.7430  -0.011
C 2.6883 0.8939 1.1985  0.044
C 2.0532 -0.1829 0.5862  -0.059
C 2.7011 -1.4357 0.5366  -0.023
C 3.9647 -1.5493 1.1041  -0.012
F 4.6249 -2.7277 1.0730  0.000
C 4.6089 -0.4937 1.7104  0.021
C 1.9686 -2.5100 -0.1408  0.036
C 2.3504 -3.8436 -0.2614  -0.014
C 1.5154 -4.7293 -0.9156  0.026
C 0.3107 -4.2864 -1.4431  -0.013
C -0.0142 -2.9555 -1.3007  0.025
N 0.7932 -2.0938 -0.6679  -0.024
H 2.2150 1.8653 1.2544  0.004
H 5.5932 -0.6132 2.1385  0.001
H 3.2846 -4.1748 0.1590  0.001
H 1.8056 -5.7675 -1.0120  0.001
H -0.3674 -4.9520 -1.9567  0.000
H -0.9315 -2.5364 -1.6927  0.009
O 0.8217 3.5818 -2.3028  0.002
As 0.0172 2.0554 -2.0983  0.027
O -0.3853 1.9778 -0.4659  -0.001
O 1.1175 0.7123 -2.0301  0.000
C -0.8411 1.8715 -3.8024  0.005
C -0.1696 2.3872 -4.8966  0.000
C -0.6443 2.0855 -6.1698  0.000
C -1.7580 1.2795 -6.3300  0.000
C -2.4263 0.7637 -5.2228  0.000
C -1.9652 1.0673 -3.9598  -0.001
S -2.7073 0.4220 -2.4778  0.002
O -3.7318 -0.5115 -2.8371  0.000
O -3.0762 1.5909 -1.7178  -0.001
O -1.5020 -0.2636 -1.8818  0.010
H 0.8829 4.0072 -1.4361  -0.001
H 0.7027 3.0139 -4.7686  0.000
H -0.1328 2.4817 -7.0366  0.000
H -2.1118 1.0450 -7.3252  0.000
H -3.2996 0.1344 -5.3302  0.000
C -3.1421 0.9438 1.7586  0.005
Si -2.3809 -0.7357 1.6362  0.004
C -3.3721 -1.8754 0.5585  0.001
C -2.1404 -1.4918 3.3174  0.002
O -0.8317 -0.6067 0.9787  0.059
H -4.1788 0.8693 2.0964  0.000
H -3.1340 1.4522 0.7935  -0.001
H -2.5939 1.5638 2.4714  0.000
H -4.3250 -2.0813 1.0533  0.000
H -2.8634 -2.8309 0.4086  -0.001
H -3.5911 -1.4417 -0.4190  0.000
H -3.1022 -1.6843 3.7978  0.000
H -1.5683 -0.8236 3.9644  0.000
H -1.6010 -2.4390 3.2508  0.002

Values from the calculation:
* energy relative to the best compared isomer or geometry (same formula, charge and spin): 19.2 kJ/mol
* electronic energy: -4557.1601 hartree
* highest occupied orbital energy (alpha / beta): -7.887 / -8.127 eV
* multiplicity: 2
* charge: 0
* expectation value of S²: 0.762
* LUMO (alpha / beta): -0.024 / -0.032 hartree